Entry 1:
Below is C16H45N3O5Rb as an isolated structure at a distorted geometry, with properties calculated with the ωB97M-V functional and the def2-TZVPD basis.

Geometry (Å):
H: 0.705 0.455 -2.656
C: 1.653 3.905 -0.285
C: -1.135 0.773 -3.514
H: -5.434 -0.511 0.369
O: -1.740 0.392 1.761
H: -0.217 2.774 -3.322
C: -3.416 -0.608 0.487
H: -3.770 0.991 1.982
H: -1.573 1.937 3.130
C: 3.644 1.766 2.251
H: -1.421 0.367 3.876
C: -1.189 0.929 2.972
H: -1.130 1.539 -7.647
H: 3.069 2.111 1.391
O: 2.453 -0.305 2.563
H: -0.137 -0.874 -3.031
C: 1.024 4.906 -1.258
H: -0.384 -3.038 -0.217
N: -4.733 -1.235 0.433
H: -2.715 0.925 -7.624
H: 2.713 4.010 -0.050
O: 0.314 -2.458 1.671
C: 2.224 -4.169 4.514
C: 3.707 0.223 2.254
H: -3.284 -0.595 2.630
H: -0.254 -3.546 3.300
H: -2.378 0.515 -0.980
C: -3.122 0.127 1.830
H: 4.009 -0.158 1.278
H: -2.115 0.403 -3.209
H: 0.136 4.575 -1.796
C: -1.728 0.745 -7.199
H: -0.546 -0.636 -5.173
C: -0.151 -3.494 0.745
H: 1.086 4.039 0.636
C: -0.793 0.414 -5.015
H: -4.949 -1.783 1.254
H: 0.117 0.985 -5.201
H: 4.490 -0.076 2.950
H: 3.078 2.148 3.100
H: 3.169 -3.195 1.666
H: -3.663 -0.369 -1.719
C: -1.203 2.315 -3.247
H: -1.853 2.862 -3.929
H: 1.898 -4.644 2.480
H: -3.973 1.121 -0.776
C: 1.903 -3.752 3.108
N: -0.228 0.069 -2.681
H: 0.797 5.776 -0.642
H: 0.754 -2.112 3.672
O: 1.416 2.572 -0.737
C: 0.628 -2.972 3.014
H: -1.369 -0.240 -7.498
H: 4.553 2.362 2.171
H: 0.614 -4.265 0.650
H: 2.425 -3.336 5.187
H: -0.109 1.049 2.894
H: -2.632 -1.356 0.375
N: 3.115 -3.122 2.672
H: 3.901 -3.700 2.933
H: 1.768 5.243 -1.979
H: -1.102 -3.905 1.082
C: -3.406 0.191 -0.820
H: 2.629 -1.237 2.716
Rb: 0.709 -0.131 0.230
H: -1.619 2.624 -2.288
O: -1.873 0.901 -5.816
H: 1.451 -4.823 4.918
H: 2.096 2.430 -1.399
H: 3.095 -4.822 4.564

Output
- orbital gap (eV) = 8.95
- total charge = +1
- 2S+1 = 1

Charges per atom according to Löwdin partitioning, unit e: 0.05 -0.29 -0.41 0.08 -0.29 0.06 -0.41 0.14 0.09 -0.05 0.10 -0.08 0.09 0.03 -0.18 0.08 -0.06 0.07 0.03 0.09 0.12 -0.35 -0.05 -0.32 0.13 0.14 0.04 -0.17 0.11 0.11 0.07 -0.11 0.12 -0.07 0.11 -0.17 0.07 0.12 0.12 0.08 0.09 0.09 -0.03 0.08 0.14 0.09 -0.46 -0.03 0.08 0.13 -0.19 -0.14 0.09 0.08 0.09 0.10 0.07 0.12 0.04 0.10 0.08 0.10 -0.06 0.01 0.98 0.07 -0.18 0.09 0.08 0.09

Entry 2:
Below is C16H46AsF6O7 as an isolated structure at a distorted geometry, with properties calculated with the ωB97M-V functional and the def2-TZVPD basis.

Geometry (Å):
H: -1.992 -3.037 -5.055
C: -0.920 -1.422 -3.141
C: -2.363 4.397 1.780
H: 0.573 -1.930 5.110
O: 1.047 -2.768 -3.626
C: -2.182 3.021 -3.202
F: 1.298 -1.031 0.398
H: -1.993 -1.335 -2.969
H: 3.177 2.689 4.242
H: -1.433 -2.928 6.489
H: -4.828 2.816 -2.393
H: -0.793 -5.398 -0.780
H: -1.495 1.723 -0.648
H: -1.124 2.837 -3.389
H: -0.731 -1.182 -2.095
H: -2.716 2.817 -4.130
O: -2.093 2.430 -0.899
C: -2.720 2.078 -2.072
F: -0.859 -0.410 1.695
C: 2.768 0.179 -2.801
H: 4.743 0.436 -3.851
H: -0.596 -0.580 4.832
C: 0.521 -4.136 0.395
H: 1.529 -2.639 -0.332
H: -3.325 4.687 1.357
H: -2.315 -1.424 6.226
H: -2.986 2.363 2.391
H: 1.207 -2.714 -2.681
H: -1.865 5.287 2.164
H: -0.720 -3.594 -2.846
C: 3.656 3.278 2.229
H: -0.625 -5.922 0.850
H: 4.688 -0.947 -2.863
H: -0.833 -4.227 -5.161
H: 4.814 2.352 3.838
O: 3.688 -1.028 -4.623
F: -0.058 1.976 1.645
C: -0.051 -5.539 0.006
F: 2.009 1.322 0.507
H: 1.936 0.508 -3.424
H: 2.919 -1.531 -4.344
H: -4.615 1.182 -2.220
C: -0.474 -1.627 5.110
H: 3.014 0.987 -2.113
F: -0.158 0.622 -0.560
H: 4.021 4.282 2.442
O: -1.453 3.014 3.712
H: 3.485 1.329 3.171
H: -0.484 -0.590 -3.693
C: -0.917 -3.166 -4.927
H: -0.788 -1.978 3.173
C: -4.217 2.116 -1.824
H: -4.402 2.274 -0.761
H: -2.344 4.045 -2.865
O: -1.004 -2.392 4.012
C: -0.444 -2.807 -3.548
H: -3.322 3.618 3.509
H: -0.873 2.588 3.075
H: -0.434 -2.677 -5.772
C: -2.541 3.249 2.843
F: 1.483 0.061 2.552
H: -1.729 4.034 0.971
H: 3.503 2.157 0.832
H: 2.378 -0.669 -2.238
H: 1.445 -4.260 0.959
O: 4.206 2.767 1.068
H: 2.575 3.356 2.107
C: 4.041 -0.293 -3.448
H: 0.669 -6.266 -0.367
H: -2.466 1.041 -2.294
O: 0.997 -3.365 -0.666
C: 3.806 2.340 3.423
As: 0.587 0.392 1.060
H: -0.228 -3.614 0.990
C: -1.319 -1.864 6.281
H: -0.953 -1.360 7.176

Output
- orbital gap (eV) = 9.93
- total charge = -1
- energy relative to the best compared isomer or geometry (same formula, charge and spin) (kcal/mol) = 41.6
- 2S+1 = 1

Charges per atom according to Löwdin partitioning, unit e: 0.07 -0.06 -0.08 0.12 -0.08 -0.03 -0.23 0.07 0.07 0.08 0.07 0.06 0.04 0.07 0.05 0.07 -0.07 -0.50 -0.24 -0.08 0.11 0.11 -0.30 0.05 0.06 0.08 0.10 0.03 0.06 0.12 -0.36 0.07 0.11 0.07 0.06 -0.10 -0.25 -0.07 -0.26 0.08 0.04 0.07 -0.32 0.07 -0.25 0.11 -0.08 0.05 0.09 -0.08 0.03 -0.05 0.08 0.08 -0.11 -0.42 0.09 0.02 0.08 -0.32 -0.25 0.04 0.03 0.06 0.11 -0.07 0.10 -0.31 0.07 0.11 -0.10 -0.09 0.91 0.11 -0.11 0.07

Entry 3:
Below is C16H46BInN4O5P as an isolated structure, with properties calculated with the ωB97M-V functional and the def2-TZVPD basis.

Geometry (Å):
O: 0.804 -1.201 -1.349
H: -3.007 2.530 -0.763
C: -2.632 3.210 0.003
H: 2.380 -6.837 0.151
H: -2.289 -6.336 -1.760
H: -1.587 -6.595 -0.165
C: 2.733 0.327 1.546
H: -2.401 2.340 5.015
H: -3.402 3.966 0.174
H: -3.214 1.936 1.639
H: 2.577 -0.167 0.585
H: 0.541 1.410 0.833
H: 4.390 2.254 -1.550
N: 3.929 4.275 -1.224
H: 3.294 4.978 -1.592
H: 2.079 3.206 2.698
H: 3.458 2.237 0.929
O: -0.211 4.979 -2.082
C: 3.649 2.975 -1.903
H: -2.392 5.115 1.814
C: 1.467 -6.468 0.623
H: 1.164 -3.904 -2.361
B: 0.137 3.761 -2.631
H: -0.319 1.780 2.835
N: -0.209 -0.141 -3.495
C: -2.300 2.431 1.266
H: -4.353 3.618 2.652
H: 0.375 -7.784 -1.401
O: -0.421 3.534 -3.883
H: 0.345 -4.963 -3.493
C: -3.749 4.295 3.259
C: 2.558 1.831 1.412
O: 2.526 2.358 2.765
H: 0.031 2.827 -4.351
H: -0.099 -1.106 -1.027
H: -1.851 -4.362 -2.545
C: -1.894 1.690 4.302
C: -1.006 2.472 3.327
C: 0.849 -5.355 -0.208
N: -1.640 3.243 2.273
H: -1.081 -3.574 -1.159
C: 0.328 -4.603 -2.459
H: 3.852 3.119 -2.967
H: 3.729 0.069 1.914
C: -0.177 -6.928 -1.798
H: -1.972 -7.974 -1.191
H: -1.740 3.705 -0.385
P: 1.018 -0.021 -2.508
H: -1.696 4.960 3.404
H: 0.786 -7.310 0.757
In: 1.565 2.320 -1.555
H: 0.876 3.133 0.977
H: -1.601 1.631 1.009
H: -0.370 3.157 3.897
H: -4.252 5.265 3.270
C: -2.336 4.449 2.679
H: -0.919 -2.880 -2.766
H: -0.536 5.574 -2.770
H: -2.652 1.106 3.775
H: -1.277 0.993 4.872
H: 1.527 -4.498 -0.224
H: 1.720 -6.091 1.615
O: 2.368 -0.711 -3.121
C: 1.297 2.179 0.637
H: -0.238 -7.090 -2.878
H: 2.207 -1.642 -3.324
H: 2.000 -0.046 2.267
H: -0.679 0.749 -3.611
H: -0.067 -5.004 0.294
H: -3.741 3.914 4.279
N: 0.629 -5.737 -1.593
H: 3.675 4.198 -0.243
C: -1.589 -6.951 -1.196
C: -0.963 -3.822 -2.215

Output
- orbital gap (eV) = 7.04
- total charge = -1
- 2S+1 = 1

Charges per atom according to Löwdin partitioning, unit e: -0.29 0.08 -0.07 0.08 0.05 0.06 -0.06 0.05 0.07 0.10 0.06 0.02 0.02 -0.10 0.03 0.06 0.10 0.05 -0.39 0.10 -0.10 0.10 -0.71 0.09 -0.24 -0.26 0.06 0.10 0.05 0.11 -0.09 -0.52 -0.08 0.06 0.03 0.05 -0.08 -0.25 -0.27 -0.19 0.06 -0.24 0.02 0.07 -0.25 0.07 0.06 0.44 0.11 0.06 0.72 0.04 0.10 0.11 0.07 -0.25 0.05 0.09 0.07 0.07 0.12 0.07 -0.27 -0.25 0.11 0.04 0.08 -0.08 0.10 0.05 -0.20 0.02 -0.09 -0.09

Entry 4:
Below is a 6-piece molecular cluster, C16H46BrN4O5 overall at a distorted geometry, with properties calculated with the ωB97M-V functional and the def2-TZVPD basis.

Geometry (Å):
H: 1.147 -5.342 2.718
C: 0.655 -4.405 3.004
H: -0.128 -4.761 3.683
Br: 1.735 1.014 0.434
H: -0.992 -0.754 -2.152
C: -0.103 -0.880 -2.789
H: 1.633 3.651 -4.173
C: 0.070 3.748 -2.286
H: 1.703 -1.998 -2.789
N: -0.661 3.641 0.042
C: -1.093 3.554 -1.343
H: -1.350 3.213 0.651
H: 0.120 2.981 0.093
N: -1.473 1.057 1.579
O: 0.058 -3.193 -2.161
H: 0.306 -5.078 -1.418
H: -1.446 2.518 -1.507
H: -1.386 1.136 2.593
H: 0.654 5.029 -4.728
H: -0.722 -2.182 -4.425
H: 1.099 -1.703 -1.197
C: -3.748 0.080 1.573
C: -1.743 -1.327 2.141
H: -2.732 4.312 -2.555
H: -1.104 -0.426 -4.693
H: -1.844 5.557 -1.684
H: -1.925 -1.086 3.186
H: 2.282 0.032 4.960
O: -0.364 3.622 -3.622
H: 3.229 -3.389 2.615
H: 3.433 -1.147 0.052
H: 1.228 -0.432 3.601
C: 0.652 3.948 -4.554
H: -3.135 2.027 -0.429
C: -2.223 4.534 -1.613
H: 0.846 3.003 -2.068
H: 1.388 -3.945 -0.711
H: -0.703 -1.535 1.904
H: -3.700 2.551 1.170
N: 0.599 0.407 -2.730
H: 1.700 -4.451 -2.360
H: 4.645 -1.524 0.884
H: 0.050 1.205 -3.020
H: -2.333 -2.187 1.801
H: -3.007 4.496 -0.854
H: 0.532 4.712 -2.023
C: -3.994 2.042 0.248
H: 4.232 -0.091 3.674
H: 0.554 -1.007 -4.750
H: 3.294 -0.176 2.422
C: 0.900 -4.196 -1.659
H: -0.488 0.827 1.345
C: 1.865 -0.807 4.407
N: 3.876 -0.782 3.019
O: -4.434 0.729 0.526
C: 0.769 -1.969 -2.209
H: 1.151 -1.414 4.973
O: 1.473 -3.533 3.740
C: -2.255 -0.160 1.264
H: -4.275 -0.866 1.705
H: 0.162 -3.855 2.204
H: 0.433 3.406 -5.472
H: 3.649 -2.111 4.538
H: 1.949 -2.432 2.012
C: -0.414 -1.148 -4.260
H: 0.940 0.592 -1.775
C: 2.977 -1.663 3.801
H: -2.176 -0.376 0.198
O: 4.215 -1.718 0.039
H: -4.779 2.593 -0.271
C: 2.375 -2.788 2.958
H: -3.848 0.623 2.523

Output
- orbital gap (eV) = 8.33
- total charge = -1
- energy relative to the best compared isomer or geometry (same formula, charge and spin) (kcal/mol) = 0.0
- 2S+1 = 1

Charges per atom according to Löwdin partitioning, unit e: 0.09 -0.11 0.08 -0.04 0.13 -0.44 0.09 -0.24 0.14 0.04 -0.48 0.03 -0.05 0.01 -0.17 0.08 0.12 0.07 0.08 0.07 0.09 -0.22 -0.06 0.07 0.07 0.08 0.08 0.07 -0.19 0.12 -0.07 0.06 -0.11 0.06 -0.06 0.10 0.08 0.06 0.09 0.03 0.09 0.00 0.04 0.07 0.06 0.13 -0.12 0.07 0.07 -0.02 -0.13 -0.08 -0.06 0.02 -0.18 -0.23 0.07 -0.19 -0.40 0.12 0.07 0.08 0.13 0.11 -0.06 -0.09 -0.41 0.14 -0.12 0.08 -0.22 0.12

Entry 5:
Below is a 8-piece molecular cluster, C16H46Cl4O16P2 overall at a distorted geometry, with properties calculated with the ωB97M-V functional and the def2-TZVPD basis.

Geometry (Å):
C: -0.182 -0.365 1.407
H: 3.358 0.991 -5.707
H: -2.295 -6.439 0.420
H: 1.350 -1.663 -1.415
O: 0.987 1.552 -0.055
C: -3.031 0.306 -1.758
H: -5.040 -0.282 -2.188
H: -0.869 -1.377 -3.359
H: -3.365 0.072 -4.111
Cl: -0.343 -0.568 3.151
H: 4.269 0.030 2.435
H: 1.979 3.207 -0.817
O: -2.284 3.288 3.629
Cl: -1.228 -1.559 0.560
H: -1.110 -2.633 -4.518
H: 0.246 6.708 1.994
H: 6.016 -1.068 1.058
C: -4.032 -0.662 -2.389
C: 4.002 -0.828 1.805
C: 5.233 -1.678 1.538
H: -2.886 -3.824 -2.587
H: 0.489 5.231 1.170
Cl: 0.416 1.784 6.413
H: -3.890 -1.684 -2.047
C: -0.339 -2.169 -3.901
C: 3.085 1.358 -1.123
H: -4.255 3.019 1.753
O: -3.435 0.647 -0.431
H: -4.278 1.107 -0.488
O: -2.246 -4.140 -1.940
H: -0.347 -0.156 7.527
H: -1.594 -3.716 0.795
O: -0.903 2.897 1.504
H: 1.163 5.387 2.795
Cl: -2.254 1.196 7.431
H: 5.027 -2.429 0.762
C: -2.914 -5.121 -1.132
H: -2.480 1.373 2.679
O: -0.894 5.172 2.748
H: 6.372 -2.875 2.512
H: -0.333 0.673 1.130
H: -3.568 3.170 0.110
H: 3.565 -0.339 0.934
H: -3.639 1.726 3.987
H: -0.031 -2.905 -3.154
O: 4.303 2.031 -1.475
O: 2.966 -1.582 2.415
H: -2.956 1.239 -2.325
H: -1.986 1.393 4.320
O: -2.085 -4.507 1.065
H: -4.727 4.370 0.663
H: 0.404 2.175 0.419
C: -0.753 0.499 6.766
C: -1.985 -5.467 0.038
H: -0.920 -0.033 5.837
O: 2.747 -2.918 -3.565
O: 2.166 -0.462 -2.947
O: -2.896 4.567 1.513
H: 3.267 -1.791 3.306
H: 2.541 1.068 -2.028
H: 2.228 0.161 -6.829
C: 1.919 -0.745 -1.571
H: 3.317 0.448 -0.562
O: -3.883 -0.680 -3.816
O: 5.671 -2.259 2.747
C: -3.921 3.716 0.986
H: -2.062 -0.185 -1.706
C: 2.548 0.268 -5.795
H: 1.701 0.694 -5.253
H: -3.881 -4.746 -0.786
H: 4.884 1.320 -1.763
C: -2.632 1.915 3.613
C: 0.308 5.635 2.171
P: 2.246 -1.635 -4.048
H: 0.835 -0.655 1.159
P: -1.670 3.880 2.284
H: -3.058 -6.019 -1.750
H: 2.653 2.552 0.653
H: 2.896 -0.824 -1.086
C: 2.198 2.265 -0.303
H: -0.984 -5.535 -0.396
O: 3.018 -0.970 -5.260
H: 1.352 0.092 -1.161
O: 0.744 -1.691 -4.656

Output
- orbital gap (eV) = 10.27
- 2S+1 = 1

Charges per atom according to Löwdin partitioning, unit e: -0.92 0.09 0.12 0.10 -0.15 -0.25 0.12 0.07 0.07 0.60 0.13 0.13 -0.18 0.65 0.09 0.09 0.12 -0.21 -0.23 -0.26 0.07 0.08 0.50 0.11 -0.12 -0.28 0.08 -0.10 0.07 -0.10 0.02 -0.04 -0.22 0.09 0.50 0.12 -0.23 0.07 -0.18 0.09 0.00 0.07 0.08 0.10 0.08 -0.04 -0.07 0.12 0.02 -0.09 0.09 0.04 -1.01 -0.25 -0.03 -0.21 -0.23 -0.20 0.09 0.10 0.09 -0.13 0.06 -0.08 -0.05 -0.08 0.07 -0.10 0.08 0.12 0.09 -0.14 -0.09 0.41 0.00 0.42 0.11 0.13 0.08 -0.19 0.12 -0.19 0.07 -0.21

Entry 6:
Below is a 6-piece molecular cluster, C16H47N3O6 overall at a distorted geometry, with properties calculated with the ωB97M-V functional and the def2-TZVPD basis.

Geometry (Å):
H: 24.216 21.877 23.816
H: 16.971 20.530 25.001
H: 23.313 17.741 24.092
H: 28.323 19.495 26.303
O: 23.592 23.806 17.954
H: 22.254 20.932 22.936
O: 23.547 21.730 27.429
C: 26.289 20.460 24.936
O: 24.219 15.544 23.070
H: 25.166 22.764 22.459
H: 23.306 23.577 28.277
H: 28.975 19.556 24.621
C: 25.166 22.204 23.394
H: 26.561 19.643 21.957
H: 28.413 18.007 25.332
H: 25.291 20.113 25.204
H: 22.576 20.024 27.272
H: 16.153 21.624 22.335
H: 19.909 19.130 21.494
O: 21.411 20.498 22.806
C: 23.699 15.717 24.414
C: 21.427 21.459 26.098
H: 17.011 23.578 23.272
H: 18.723 18.005 20.645
H: 24.854 17.460 24.727
C: 26.195 21.014 23.476
N: 20.342 20.505 25.811
H: 27.132 21.423 23.098
H: 24.245 23.714 17.257
H: 20.302 22.932 27.136
C: 22.319 21.079 27.369
C: 23.816 17.156 24.862
H: 21.799 21.134 28.325
C: 23.754 22.609 28.502
H: 23.943 21.791 17.810
H: 26.541 21.129 25.759
H: 17.986 22.745 24.370
H: 18.986 20.576 23.155
H: 23.301 21.463 20.321
H: 22.628 15.516 24.418
C: 18.928 19.001 21.037
H: 16.690 19.551 23.642
H: 21.361 19.854 23.513
C: 23.455 22.418 19.820
H: 19.159 19.686 20.220
H: 21.604 23.580 26.004
H: 24.427 22.717 20.213
H: 21.958 21.386 25.149
H: 22.242 22.341 17.883
N: 25.790 20.081 22.441
C: 18.204 20.868 22.455
H: 25.408 22.858 24.232
H: 18.684 21.557 21.760
C: 17.021 22.667 23.869
H: 24.839 22.630 28.605
H: 25.120 15.241 23.204
H: 25.377 19.287 22.910
H: 16.135 22.746 24.499
H: 22.852 23.182 20.311
C: 28.259 19.085 25.295
C: 23.247 22.488 18.278
O: 17.840 19.626 21.830
N: 16.463 20.401 24.138
H: 19.761 20.892 25.081
H: 23.343 22.350 29.478
C: 16.871 21.396 23.123
H: 23.366 17.374 25.830
H: 19.645 20.418 26.536
H: 24.241 15.045 25.078
C: 20.849 22.818 26.200
H: 20.124 23.099 25.436
O: 26.894 19.151 24.890

Output
- orbital gap (eV) = 9.62
- energy relative to the best compared isomer or geometry (same formula, charge and spin) (kcal/mol) = 82.5
- 2S+1 = 1

Charges per atom according to Löwdin partitioning, unit e: 0.05 0.06 0.07 0.08 -0.09 0.01 -0.19 -0.16 -0.08 0.07 0.08 0.08 -0.05 0.07 0.09 0.11 0.11 0.14 0.05 -0.05 -0.31 -0.40 0.08 0.09 0.06 -0.40 0.03 0.13 0.08 0.09 -0.18 -0.09 0.12 -0.11 0.11 0.13 0.06 0.08 0.06 0.11 -0.06 0.06 0.02 -0.09 0.08 0.08 0.05 0.10 0.11 0.04 -0.18 0.07 0.12 -0.09 0.09 0.07 0.06 0.09 0.07 -0.10 -0.31 -0.22 0.04 0.03 0.08 -0.41 0.08 0.07 0.11 -0.08 0.06 -0.23